#A
{
  "formula": "C2H5NO2S",
  "method": "ωB97M-V with the def2-TZVPD basis set",
  "species": ["C", "C", "N", "O", "O", "S", "H", "H", "H", "H", "H"],
  "xyz": [[-1.5211, 0.5872, -0.5430], [-0.4846, 1.3101, -0.0733], [1.8156, -0.9950, -0.7007], [0.6221, 1.0672, 0.6200], [0.4338, -1.4973, 1.3976], [1.5667, -0.4759, 0.6259], [-1.5732, -0.5182, -0.5223], [-2.2730, 0.7871, -1.3560], [1.1236, -1.1115, -1.4549], [-0.4924, 2.4482, -0.3647], [0.7824, -1.6019, 2.3714]],
  "multiplicity": 3,
  "orbital_gap_ha": [0.206, 0.304],
  "molar_mass_da": 107.13,
  "s2": 2.0073
}



#B
{
  "formula": "C2H5NO2S",
  "method": "ωB97M-V with the def2-TZVPD basis set",
  "species": ["C", "C", "N", "O", "O", "S", "H", "H", "H", "H", "H"],
  "xyz": [[1.2476, 1.8636, -0.0307], [0.6500, -1.3393, -0.1074], [-0.0332, -0.1109, -0.3658], [-2.1324, 1.2648, -0.2599], [-2.2756, -1.1292, 0.3870], [-1.5125, 0.0040, -0.0420], [0.4835, 2.5093, -0.4925], [1.0441, 1.8921, 1.0537], [1.2807, -1.2339, 0.7771], [1.2920, -1.5531, -0.9617], [-0.0441, -2.1675, 0.0421]],
  "multiplicity": 3,
  "orbital_gap_ha": [0.283, 0.381],
  "molar_mass_da": 107.13,
  "s2": 2.0059
}



Which of them is the most stable, and which is the least stable? #B and #A, in that order.